Entry from the Open Molecules 2025 dataset: a 7-piece molecular cluster, C20H37BN6O overall (wB97M-V/def2-TZVPD).

Values from the calculation:
Structure (SMILES) ... BCCCCCCCOC.CC#N.CC#N.CC#N.CC#N.CC#N.CC#N
E_LUMO ... 0.01285 Eh
Multiplicity ... 1
Largest force on an atom ... 1.61 eV Å⁻¹
HOMO-LUMO gap ... 9.720 eV

Last columns: bonded neighbours and bond lengths (Å).
Cartesian coordinates (Å):
1 B 8.06298 -0.95205 -0.90350  C2 1.619, H11 1.193, H12 1.185
2 C 7.26652 0.20887 -0.10383  B1 1.619, C3 1.572, H13 1.119, H14 1.110
3 C 5.73965 0.22955 -0.47915  C2 1.572, C4 1.569, H15 1.107, H16 1.116
4 C 5.39586 1.11185 -1.73042  C3 1.569, C5 1.583, H17 1.109, H18 1.116
5 C 4.08678 1.95497 -1.44745  C4 1.583, C6 1.573, H19 1.109, H20 1.113
6 C 2.81411 1.04132 -1.58288  C5 1.573, C7 1.574, H21 1.113, H22 1.110
7 C 1.57022 1.76517 -0.94589  C6 1.574, C8 1.555, H23 1.116, H24 1.109
8 C 0.48728 0.78291 -0.41652  C7 1.555, O9 1.437, H25 1.111, H26 1.111
9 O -0.19519 0.07432 -1.46425  C8 1.437, C10 1.444
10 C -1.19186 -0.72674 -0.79406  O9 1.444, H27 1.113, H28 1.110, H29 1.109
11 H 8.10645 -2.03877 -0.41422  B1 1.193
12 H 8.60363 -0.67807 -1.92179  B1 1.185
13 H 7.34102 -0.08029 0.97501  C2 1.119
14 H 7.76533 1.19696 -0.19195  C2 1.110
15 H 5.12875 0.53946 0.39028  C3 1.107
16 H 5.42869 -0.81242 -0.73206  C3 1.116
17 H 6.22597 1.76663 -2.06412  C4 1.109
18 H 5.12378 0.45830 -2.59298  C4 1.116
19 H 4.16897 2.42532 -0.44635  C5 1.109
20 H 4.05875 2.74792 -2.22813  C5 1.113
21 H 2.59794 0.94792 -2.67034  C6 1.113
22 H 2.99111 0.03733 -1.14481  C6 1.110
23 H 1.89366 2.36301 -0.06100  C7 1.116
24 H 1.16065 2.48110 -1.68762  C7 1.109
25 H 0.97185 0.06356 0.27727  C8 1.111
26 H -0.27560 1.39294 0.11294  C8 1.111
27 H -1.02765 -1.79554 -1.05725  C10 1.113
28 H -1.11329 -0.64681 0.31001  C10 1.110
29 H -2.22157 -0.43733 -1.08739  C10 1.109
30 C -2.82886 2.97222 1.30619  C31 1.458, H33 1.090, H34 1.092, H35 1.090
31 C -2.06936 2.31453 2.36238  C30 1.458, N32 1.148
32 N -1.47337 1.79673 3.19547  C31 1.148
33 H -2.83612 2.37705 0.39303  C30 1.090
34 H -3.86833 3.12828 1.60113  C30 1.092
35 H -2.40855 3.94511 1.05282  C30 1.090
36 C 1.38309 5.96053 0.03277  C37 1.459, H39 1.090, H40 1.090, H41 1.090
37 C 0.27160 5.01494 0.03456  C36 1.459, N38 1.147
38 N -0.59840 4.26735 0.03604  C37 1.147
39 H 1.63783 6.27012 -0.98094  C36 1.090
40 H 1.14017 6.85886 0.60047  C36 1.090
41 H 2.27668 5.52150 0.47715  C36 1.090
42 C -3.65035 -4.20189 -1.65184  C43 1.461, H45 1.100, H46 1.091, H47 1.090
43 C -3.77638 -3.02730 -0.79241  C42 1.461, N44 1.148
44 N -3.87536 -2.10088 -0.12143  C43 1.148
45 H -3.52662 -3.92238 -2.70833  C42 1.100
46 H -2.78797 -4.80792 -1.37175  C42 1.091
47 H -4.53212 -4.83878 -1.58474  C42 1.090
48 C -3.88692 0.32446 5.24935  C49 1.461, H51 1.091, H52 1.091, H53 1.090
49 C -3.96800 0.18398 6.70082  C48 1.461, N50 1.147
50 N -4.03170 0.07284 7.84069  C49 1.147
51 H -2.86548 0.52098 4.92055  C48 1.091
52 H -4.22436 -0.57855 4.73913  C48 1.091
53 H -4.50606 1.14793 4.89346  C48 1.090
54 C -2.19341 -2.83844 3.26882  C55 1.460, H57 1.091, H58 1.090, H59 1.091
55 C -0.94065 -3.50732 2.92931  C54 1.460, N56 1.147
56 N 0.04293 -4.03377 2.66256  C55 1.147
57 H -2.13057 -1.76261 3.09991  C54 1.091
58 H -3.02189 -3.21326 2.66719  C54 1.090
59 H -2.45692 -2.98950 4.31640  C54 1.091
60 C -6.33046 -4.26140 -4.94541  C61 1.460, H63 1.091, H64 1.090, H65 1.090
61 C -4.94981 -4.62162 -4.63818  C60 1.460, N62 1.148
62 N -3.86356 -4.90256 -4.39658  C61 1.148
63 H -6.67132 -3.43180 -4.32483  C60 1.091
64 H -6.43827 -3.95907 -5.98702  C60 1.090
65 H -7.00593 -5.09973 -4.77424  C60 1.090